# 1
This record from the Open Molecules 2025 dataset describes a molecular structure, C16H9F9N3OSSb2Se8W. The level of theory is wB97M-V/def2-TZVPD.

XYZ file:
```
50
Properties=species:S:1:pos:R:3
W -1.007 2.249 0.626
Sb -3.726 2.240 1.460
Sb -2.351 3.900 -2.567
Se -1.253 4.600 1.207
Se -4.916 4.272 1.177
Se -0.320 4.387 -0.918
Se -0.887 3.702 -4.429
Se -0.899 1.630 3.123
Se -4.869 0.353 2.277
Se -2.285 1.516 -1.336
Se -1.245 -0.041 1.554
S -2.571 -4.179 0.324
F 4.291 2.032 -0.526
F 2.975 3.744 -0.623
F 2.554 -0.276 0.084
F 3.957 0.433 1.574
F 2.468 2.388 3.170
F 4.015 3.201 1.911
F 2.038 4.072 1.899
F 2.407 1.894 -1.565
F 1.920 0.009 2.125
O 0.942 2.051 0.568
N -2.385 -3.018 -0.905
N -0.032 -3.016 -0.569
N 0.129 -1.022 -2.351
C -0.059 -3.279 0.815
C 3.008 2.413 -0.500
C -1.015 -1.705 -2.348
C -1.773 -0.651 -4.337
C 2.681 0.507 1.163
C 0.972 -3.210 2.982
C -0.601 0.091 -4.332
C -1.224 -3.779 1.388
C -1.991 -1.569 -3.325
C -0.202 -3.667 3.562
C 2.270 1.969 0.812
C 0.319 -0.131 -3.320
C -1.205 -2.643 -1.203
C 2.704 2.923 1.973
C 1.040 -3.001 1.613
C -1.306 -3.935 2.763
H -0.409 0.849 -5.077
H -2.238 -4.267 3.202
H 1.940 -2.607 1.158
H 1.237 0.441 -3.275
H -0.266 -3.803 4.633
H 1.833 -2.987 3.599
H -2.894 -2.157 -3.256
H 0.734 -2.420 -0.868
H -2.511 -0.503 -5.114
```

Values from the calculation:
energy relative to the best compared isomer or geometry (same formula, charge and spin)	0.00	kcal/mol
lowest unoccupied orbital energy	0.4	eV
total charge	-1
E_HOMO	-5.18	eV

***

# 2
This record from the Open Molecules 2025 dataset describes a molecular structure, C16H9N2O4RuS in a non-equilibrium geometry. The level of theory is wB97M-V/def2-TZVPD.

XYZ file:
```
33
Properties=species:S:1:pos:R:3
Ru -0.273 0.303 -0.970
S -0.310 -3.582 -3.100
O -1.768 1.538 -0.991
O -1.363 1.889 6.574
O -2.271 3.474 -0.013
O -2.363 3.626 5.471
N 1.472 -0.315 -1.675
N -0.657 0.576 1.229
C -0.833 -1.457 -1.711
C -1.320 1.734 1.324
C -0.296 -0.088 2.320
C 2.556 0.464 -1.634
C 1.489 -1.453 -2.430
C -1.863 2.757 6.020
C -0.538 0.426 3.593
C 0.209 -2.094 -2.410
C -1.612 2.327 2.551
C 3.767 -1.032 -3.048
C -1.836 2.354 0.006
C -1.889 -3.365 -2.439
C -1.177 1.636 3.644
C 2.646 -1.838 -3.109
C 3.718 0.151 -2.308
C -2.025 -2.206 -1.729
H 4.672 -1.308 -3.567
H 4.573 0.804 -2.239
H -2.945 -1.889 -1.263
H 2.473 1.360 -1.016
H -0.248 -0.120 4.477
H -2.633 -4.118 -2.618
H 2.639 -2.757 -3.674
H 0.173 -1.053 2.165
H -2.163 3.256 2.570
```

Values from the calculation:
spin multiplicity	5
lowest unoccupied orbital energy (alpha / beta)	-4.0 / -5.5	eV
total charge	+1
E_HOMO (alpha / beta)	-12.03 / -12.22	eV

***

# 3
This record from the Open Molecules 2025 dataset describes a molecular structure, C17H10BrClIrN2O5S. The level of theory is wB97M-V/def2-TZVPD.

XYZ file:
```
38
Properties=species:S:1:pos:R:3
Ir 1.698 -0.361 0.215
Br -3.432 -1.060 5.884
Cl 2.344 -3.040 -0.915
S 3.039 2.731 0.616
O 2.080 -3.402 -2.262
O 1.256 -0.975 2.282
O 2.885 -4.105 -0.155
O 1.103 -2.540 -0.276
O 3.255 -1.871 -0.878
N -0.416 0.431 0.310
N 1.052 0.162 -1.910
C -1.035 -0.341 2.588
C 1.464 0.469 -4.230
C -2.274 2.598 -2.087
C -0.051 0.946 -1.992
C -0.426 1.552 -3.206
C -0.760 -1.632 5.162
C -1.259 0.305 1.348
C 0.301 -1.594 4.291
C -1.917 1.983 -0.876
C 0.371 1.281 -4.338
C 1.787 -0.071 -2.976
C -1.949 -1.030 4.740
C -0.824 1.130 -0.800
C -2.088 -0.407 3.498
C -1.567 2.390 -3.239
C 2.547 1.280 0.533
C 0.218 -0.969 3.015
H 2.656 -0.700 -2.838
H -0.693 -2.109 6.128
H -3.135 3.255 -2.097
H 0.102 1.727 -5.288
H -2.272 0.671 1.219
H 2.087 0.240 -5.082
H -3.043 0.032 3.240
H -2.503 2.207 0.004
H -1.854 2.861 -4.169
H 1.252 -2.044 4.539
```

Values from the calculation:
spin multiplicity	6
energy relative to the best compared isomer or geometry (same formula, charge and spin)	0.00	kcal/mol
lowest unoccupied orbital energy (alpha / beta)	-0.3 / -2.9	eV
E_HOMO (alpha / beta)	-5.92 / -8.35	eV

***

# 4
This record from the Open Molecules 2025 dataset describes a molecular structure, C17H10FeN2O2S2SbSe4. The level of theory is wB97M-V/def2-TZVPD.

XYZ file:
```
39
Properties=species:S:1:pos:R:3
Sb -1.062 2.584 4.246
Se 0.554 3.864 3.001
Se -2.206 3.530 6.170
Se 2.304 0.426 4.519
Se 0.034 0.342 5.059
Fe 2.328 -0.800 2.403
S -1.334 -3.155 0.640
S 1.220 -2.913 2.189
O 4.015 -0.575 1.348
O 4.920 0.492 -0.406
N 0.833 -2.203 -0.414
N 1.614 0.420 0.774
C -1.062 -1.489 -3.501
C 0.017 -1.553 -2.638
C 0.383 -2.697 0.695
C -2.289 1.458 -0.166
C 0.339 0.796 0.470
C -0.718 0.350 1.291
C -1.277 1.903 -0.967
C 1.159 1.965 -1.480
C -1.427 -2.583 -0.993
C 3.982 0.190 0.324
C 2.417 1.557 -1.164
C 0.065 1.573 -0.671
C 2.601 0.756 -0.014
C -0.158 -2.106 -1.369
C -2.507 -2.522 -1.864
C -2.006 0.672 0.971
C -2.317 -1.971 -3.121
H -0.489 -0.238 2.173
H -3.316 1.712 -0.397
H 0.990 -1.168 -2.913
H -2.814 0.328 1.605
H 0.970 2.576 -2.357
H -0.936 -1.049 -4.483
H 3.289 1.803 -1.752
H -3.151 -1.904 -3.809
H -3.482 -2.884 -1.560
H -1.484 2.509 -1.841
```

Values from the calculation:
spin multiplicity	6
energy relative to the best compared isomer or geometry (same formula, charge and spin)	0.00	kcal/mol
lowest unoccupied orbital energy (alpha / beta)	4.1 / 3.8	eV
total charge	-2
E_HOMO (alpha / beta)	-1.39 / -2.02	eV

***

# 5
This record from the Open Molecules 2025 dataset describes a molecular structure, C17H11AlNO4. The level of theory is wB97M-V/def2-TZVPD.

XYZ file:
```
34
Properties=species:S:1:pos:R:3
Al 1.052 0.056 -1.610
O -0.207 -0.272 0.024
O 3.597 -2.134 -3.462
O -1.851 -1.635 0.705
O 2.617 -0.462 -2.298
N 0.646 -1.829 -1.693
C -0.598 1.967 -3.199
C -1.079 3.275 -3.426
C 1.558 4.891 0.298
C 0.211 -4.472 -1.933
C 1.298 -3.900 -2.575
C 0.715 2.785 -1.349
C -0.827 -1.337 -0.034
C -0.680 4.307 -2.626
C 2.056 3.586 0.509
C 0.229 4.094 -1.561
C -0.341 -2.377 -0.985
C 1.502 -2.535 -2.411
C 0.284 1.707 -2.179
C -0.616 -3.720 -1.086
C 0.672 5.137 -0.712
C 1.641 2.570 -0.302
C 2.706 -1.679 -2.812
H 0.025 -5.533 -2.040
H 2.081 1.573 -0.137
H -1.053 5.309 -2.800
H -1.407 -4.182 -0.514
H -0.943 1.176 -3.856
H 1.890 5.696 0.938
H -1.768 3.454 -4.240
H 0.298 6.139 -0.879
H 2.772 3.402 1.299
H -2.066 -0.903 1.311
H 1.993 -4.483 -3.164
```

Values from the calculation:
lowest unoccupied orbital energy	-5.1	eV
total charge	+1
E_HOMO	-11.10	eV

***

# 6
This record from the Open Molecules 2025 dataset describes a molecular structure, C17H11AsF6MoN3O6S7 in a non-equilibrium geometry. The level of theory is wB97M-V/def2-TZVPD.

XYZ file:
```
52
Properties=species:S:1:pos:R:3
Mo 0.171 0.347 -0.277
As -2.074 0.001 -2.710
S 0.579 0.323 -2.356
S -2.710 1.733 -3.477
S -0.847 1.397 2.817
S 2.763 1.023 1.718
S -0.407 3.398 0.884
S -1.969 -1.887 -3.429
S -2.060 -0.068 -0.433
F -3.388 1.014 2.259
F -1.350 4.786 -1.084
F -2.356 5.058 0.820
F -2.713 3.268 -0.352
F -2.523 -0.330 3.721
F -2.973 1.723 4.263
O 0.041 2.332 -0.145
O -0.456 0.323 1.858
O 1.836 2.090 1.939
O 3.108 0.123 2.769
O 0.574 4.386 1.102
O -0.087 1.493 4.004
N -1.152 2.722 2.037
N 2.078 0.118 0.431
N 0.469 -1.837 -0.153
C 1.785 -2.194 -0.032
C -0.426 -2.783 -0.378
C 4.216 1.701 1.011
C 6.523 2.250 1.257
C 5.321 2.891 -0.735
C 4.470 -2.782 0.188
C 2.213 -3.521 -0.170
C -1.820 4.180 -0.009
C 2.691 -1.157 0.246
C -0.082 -4.135 -0.509
C -2.569 0.925 3.297
C 4.166 2.314 -0.234
C 4.027 -1.453 0.347
C 1.230 -4.504 -0.416
C 6.493 2.857 0.011
C 3.593 -3.802 -0.055
C 5.378 1.657 1.770
H 4.759 -0.689 0.553
H 3.242 2.349 -0.797
H 7.391 3.314 -0.384
H 3.937 -4.821 -0.165
H 1.526 -5.540 -0.523
H 5.304 3.373 -1.703
H -0.868 -4.853 -0.694
H 5.528 -2.987 0.274
H 5.382 1.172 2.736
H -1.457 -2.482 -0.467
H 7.438 2.237 1.834
```

Values from the calculation:
energy relative to the best compared isomer or geometry (same formula, charge and spin)	25.19	kcal/mol
lowest unoccupied orbital energy	-6.4	eV
total charge	+1
E_HOMO	-12.03	eV

***

# 7
This record from the Open Molecules 2025 dataset describes a molecular structure, C17H11AuBr4N4O6S. The level of theory is wB97M-V/def2-TZVPD.

XYZ file:
```
44
Properties=species:S:1:pos:R:3
Au 0.082 0.991 -0.190
Br -3.418 7.756 0.035
Br -0.266 8.485 0.334
Br -4.410 4.602 -0.363
Br 2.042 6.080 0.271
S -3.842 -1.628 -0.777
O 6.576 -3.290 0.113
O -1.961 2.831 -0.425
O 2.421 1.215 -0.090
O 0.748 -1.224 -0.608
O 0.664 3.434 -0.064
O 5.508 -5.146 -0.096
N -2.038 -1.072 0.924
N 5.547 -3.927 -0.038
N -1.883 -0.169 -0.103
N -2.734 0.394 -2.217
C -2.617 5.093 -0.178
C 3.266 0.319 -0.084
C -3.002 -1.893 0.728
C 1.853 -1.794 -0.431
C 4.294 -3.203 -0.153
C -1.647 3.978 -0.243
C -3.340 -3.023 1.651
C -2.740 -0.331 -1.061
C 1.919 -3.239 -0.452
C 3.088 -3.917 -0.327
C -2.189 6.354 -0.020
C 3.107 -1.107 -0.207
C 4.295 -1.839 -0.090
C -0.733 6.690 0.118
C -2.398 -4.212 1.442
C -0.148 4.319 -0.067
C 0.218 5.745 0.097
H 5.235 -1.322 0.058
H 3.119 -4.997 -0.354
H -2.218 1.258 -2.170
H 4.318 0.633 0.044
H -1.369 -3.912 1.634
H -2.656 -5.026 2.121
H -3.579 0.418 -2.759
H 0.979 -3.758 -0.589
H -3.253 -2.652 2.672
H -4.376 -3.326 1.492
H -2.461 -4.587 0.420
```

Values from the calculation:
energy relative to the best compared isomer or geometry (same formula, charge and spin)	9.04	kcal/mol
lowest unoccupied orbital energy	-2.9	eV
E_HOMO	-7.44	eV

***

# 8
This record from the Open Molecules 2025 dataset describes a molecular structure, C17H11ClF7FeNO7S5Sb in a non-equilibrium geometry. The level of theory is wB97M-V/def2-TZVPD.

XYZ file:
```
51
Properties=species:S:1:pos:R:3
Sb -0.971 -2.070 -4.745
Fe 0.638 -1.789 -1.708
Cl -1.918 -1.171 -1.724
S 5.729 -7.181 -1.692
S 4.948 -4.341 -1.292
S 0.740 -4.241 -2.126
S 2.926 -6.259 -2.078
S 3.038 -2.075 -1.105
F -1.255 -2.641 -6.588
F 0.571 -3.743 -4.751
F 1.315 -1.330 -3.261
F -2.459 -3.478 -4.414
F 0.014 -0.503 -5.721
F -2.529 -0.854 -5.064
F -1.449 4.403 -2.015
O 0.362 -2.354 0.086
O -1.436 -2.528 -1.819
O -3.210 -1.046 -2.263
O 0.294 -2.474 2.310
O -1.941 -0.772 -0.348
O -0.968 -0.335 -2.419
O 1.025 0.088 -0.865
N -0.462 1.573 2.578
C -0.147 0.252 2.478
C 0.976 2.087 4.480
C -0.836 3.677 3.827
C 4.591 -5.994 -1.688
C -0.523 2.486 -0.995
C 0.394 0.472 0.133
C -0.437 2.203 3.901
C -1.952 3.896 2.810
C -0.265 1.776 0.182
C -1.439 3.471 1.465
C -1.676 4.172 0.303
C 2.356 -4.608 -1.865
C 3.328 -3.698 -1.461
C -0.698 2.283 1.415
C -1.207 3.669 -0.907
C 0.226 -0.332 1.319
C 0.314 -1.844 1.260
H -2.818 3.286 3.087
H -2.260 4.942 2.789
H -0.220 -0.354 3.372
H 1.256 1.047 4.629
H 1.031 2.605 5.439
H -0.213 2.063 -1.941
H -2.246 5.091 0.315
H -1.136 1.655 4.546
H 1.694 2.537 3.794
H 0.038 4.258 3.520
H -1.134 4.019 4.819
```

Values from the calculation:
spin multiplicity	6
energy relative to the best compared isomer or geometry (same formula, charge and spin)	135.40	kcal/mol
lowest unoccupied orbital energy (alpha / beta)	3.0 / 3.0	eV
total charge	-2
E_HOMO (alpha / beta)	-2.49 / -3.59	eV

***

# 9
This record from the Open Molecules 2025 dataset describes a single C17H11F10NO3S molecule in a non-equilibrium geometry. The level of theory is wB97M-V/def2-TZVPD.

XYZ file:
```
43
Properties=species:S:1:pos:R:3
S -2.140 0.343 1.274
F 4.821 3.429 2.284
F -0.864 -0.953 -3.493
F 0.664 -1.271 -1.945
F -1.270 -2.404 -1.718
F 5.581 1.764 0.376
F -2.400 -5.077 3.486
F 4.082 5.235 1.584
F 6.181 3.767 -0.525
F 2.688 3.802 2.200
F 5.215 2.445 -1.770
O -3.373 0.754 0.674
O 3.550 4.451 -0.804
O -1.760 1.205 2.358
N -0.898 0.231 -0.028
C 2.629 2.431 0.057
C 5.185 2.844 -0.452
C -0.695 -1.267 -2.165
C 1.406 3.022 -0.154
C 0.245 2.366 -0.084
C -1.378 -0.156 -1.373
C -1.002 -2.032 2.293
C -2.184 -1.354 1.872
C -3.545 -3.164 2.717
C 3.857 3.913 1.504
C 0.225 0.968 0.140
C 3.856 3.388 0.006
C 1.442 0.377 0.349
C -1.154 -3.306 2.843
C -2.443 -3.890 2.951
C 2.681 1.075 0.306
C -3.445 -1.915 2.065
H -2.458 -0.421 -1.404
H -0.707 2.813 -0.397
H 1.373 -0.695 0.481
H 1.316 4.126 -0.460
H 4.123 5.190 -0.611
H -0.011 -1.735 2.160
H -1.286 0.713 -2.084
H 3.711 0.605 0.448
H -0.308 -3.818 3.179
H -4.458 -3.627 2.948
H -4.299 -1.416 1.662
```

Values from the calculation:
lowest unoccupied orbital energy	0.3	eV
E_HOMO	-9.78	eV
structure (SMILES)	O=S(=O)(c1ccc(F)cc1)N(CC(F)(F)F)c1ccc(C(O)(C(F)(F)F)C(F)(F)F)cc1

***

# 10
This record from the Open Molecules 2025 dataset describes a molecular structure, C17H11IN5O9Sc in a non-equilibrium geometry. The level of theory is wB97M-V/def2-TZVPD.

XYZ file:
```
44
Properties=species:S:1:pos:R:3
I -2.186 0.992 -0.294
Sc 0.382 -0.932 -0.403
O 2.953 6.487 0.792
O 0.751 0.487 -1.923
O 2.216 6.393 -1.235
O 2.215 2.595 3.765
O 3.186 -3.888 -0.077
O 1.578 -2.359 -0.496
O 2.827 0.819 2.696
O 0.475 2.325 -2.950
O 0.907 0.644 0.736
N 2.389 5.924 -0.127
N 0.770 1.732 -1.957
N 2.407 1.960 2.747
N 3.355 -0.419 -0.479
N 3.771 -1.753 -0.512
C 2.049 4.502 0.069
C 1.365 1.795 0.478
C -3.834 -3.027 -0.022
C -5.692 -1.470 0.007
C -1.464 -2.259 -0.211
C 2.839 -2.763 -0.332
C -2.873 -1.978 -0.134
C -1.118 -3.594 -0.149
C -4.776 -0.402 -0.094
C 2.306 3.904 1.300
C -5.222 -2.748 0.042
C -3.444 -0.681 -0.161
C -2.057 -4.647 -0.024
C -3.384 -4.370 0.033
C 2.009 2.587 1.470
C 1.222 2.452 -0.782
C 1.537 3.791 -0.973
H 3.825 0.081 -1.216
H -1.707 -5.671 0.024
H -5.130 0.620 -0.116
H -0.079 -3.878 -0.200
H 4.691 -1.977 -0.176
H 3.589 0.001 0.411
H -5.910 -3.584 0.120
H 2.749 4.472 2.105
H -6.754 -1.261 0.057
H -4.121 -5.163 0.123
H 1.387 4.260 -1.933
```

Values from the calculation:
energy relative to the best compared isomer or geometry (same formula, charge and spin)	20.45	kcal/mol
lowest unoccupied orbital energy	-2.3	eV
E_HOMO	-8.36	eV

***

# 11
This record from the Open Molecules 2025 dataset describes a molecular structure, C17H12AuF2N2O3S4Sb. The level of theory is wB97M-V/def2-TZVPD.

XYZ file:
```
42
Properties=species:S:1:pos:R:3
Au 0.714 0.917 -2.560
Sb 3.126 3.280 -2.544
S 0.466 0.903 6.329
S 3.117 0.896 -2.634
S 0.718 3.268 -2.606
S 3.801 3.965 -4.673
F -4.430 2.424 -2.051
F -3.535 -2.140 -1.861
O -0.714 1.716 6.589
O 1.711 1.460 6.844
O 0.283 -0.515 6.621
N 1.147 0.371 0.400
N 0.587 -1.203 -2.331
C -0.867 -3.063 -2.204
C -3.998 0.130 -1.949
C -0.445 0.742 3.722
C -2.219 1.710 -2.391
C 0.662 0.920 4.541
C 1.513 -3.378 -2.179
C 0.231 -3.901 -2.132
C 1.647 -2.012 -2.308
C 1.931 0.948 3.982
C -3.545 1.422 -2.134
C -0.281 0.589 2.353
C -0.673 -1.687 -2.273
C 0.992 0.580 1.792
C -3.070 -0.885 -2.026
C -1.307 0.671 -2.442
C -1.717 -0.656 -2.251
C 2.095 0.798 2.608
H 0.422 -0.197 -0.005
H -1.144 0.467 1.701
H -1.862 -3.477 -2.188
H -1.910 2.737 -2.537
H 2.074 0.129 0.090
H 2.389 -4.006 -2.110
H -1.433 0.735 4.166
H 2.781 1.093 4.637
H 3.085 0.835 2.162
H 0.080 -4.969 -2.033
H 2.613 -1.529 -2.383
H -5.034 -0.086 -1.732
```

Values from the calculation:
spin multiplicity	2
energy relative to the best compared isomer or geometry (same formula, charge and spin)	2.50	kcal/mol
lowest unoccupied orbital energy (alpha / beta)	0.6 / -0.9	eV
total charge	-1
E_HOMO (alpha / beta)	-5.00 / -5.00	eV

***

Q: Number 7 is which compound?
A: C17H11AuBr4N4O6S